172
Properties=species:S:1:pos:R:3:forces:R:3 method="wB97M-V/def2-TZVPD" homo_lumo_gap_ev=10.540 spin_multiplicity=1 mol_weight_g_mol=1404.804 largest_force_ev_per_a=5.542 homo_energy_ev=-10.558
Cl -3.5756 -1.8119 -7.1021 0.41 2.15 0.19
C -3.7803 -3.4568 -6.6217 -0.31 -0.55 -1.29
C -4.7227 -3.7038 -5.4688 0.05 -1.16 -0.95
Cl -4.0533 -3.1474 -3.9433 -0.12 0.05 0.26
H -2.7870 -3.9013 -6.5590 -0.19 -0.06 0.66
H -4.1765 -3.7948 -7.5792 -0.46 -1.02 0.47
H -4.8454 -4.7867 -5.4870 0.30 -0.22 0.64
H -5.7550 -3.3909 -5.6256 0.32 0.82 0.02
Cl -5.8773 -6.7610 6.2593 -0.20 -0.39 0.04
C -4.7494 -5.8404 5.2588 0.25 0.24 -0.81
C -4.4453 -6.4769 3.9101 -0.61 -0.88 0.30
Cl -5.8765 -6.4570 2.8595 -0.47 0.23 -0.34
H -3.8206 -5.7840 5.8264 -0.14 0.46 -0.05
H -5.2538 -4.8972 5.0489 0.49 0.22 0.42
H -4.2864 -7.5468 4.0455 0.61 0.16 -0.01
H -3.6570 -5.9882 3.3375 0.09 -0.02 0.45
Cl 8.0799 4.1497 -3.4772 -0.61 -0.41 0.29
C 6.5289 4.1676 -2.5383 0.04 -0.10 0.78
C 6.3728 3.0564 -1.4538 0.60 -0.13 -1.30
Cl 7.8356 2.9328 -0.4380 -0.31 0.14 0.22
H 5.7079 4.0947 -3.2515 0.12 0.00 0.04
H 6.5362 5.1561 -2.0790 -0.21 -0.17 0.04
H 6.2742 2.0782 -1.9243 0.13 0.09 -0.18
H 5.4701 3.1613 -0.8519 0.25 0.55 0.11
Cl -0.6183 5.4198 -5.8613 0.74 0.44 -0.02
C -1.6891 4.1224 -5.3540 -0.31 0.13 -1.02
C -1.4486 3.5541 -4.0096 -0.06 -0.36 1.19
Cl 0.0603 2.5882 -3.7991 -0.37 0.17 -0.40
H -1.6371 3.3527 -6.1240 0.04 -0.05 0.12
H -2.6747 4.5826 -5.4227 -0.14 -0.30 0.34
H -2.3033 2.9046 -3.8207 0.19 -0.27 0.15
H -1.4061 4.2689 -3.1878 -0.10 0.25 -0.36
C 2.9436 0.9087 5.7977 -0.28 -0.37 -0.66
C 4.1587 1.0523 6.6804 -0.14 0.02 0.42
O 4.7095 2.2752 6.2763 0.00 1.44 -0.52
C 4.1075 2.7189 5.1691 0.86 3.59 -3.96
O 4.4004 3.7973 4.5746 -1.39 -4.63 2.72
O 3.1851 1.7907 4.6489 1.51 0.44 2.29
H 2.0135 1.2629 6.2421 0.08 -0.27 0.18
H 2.9138 -0.1505 5.5421 -0.61 0.25 -0.64
H 4.9209 0.2912 6.5134 -0.20 -0.18 0.15
H 3.8849 1.1477 7.7312 0.16 -0.31 0.01
C 9.7636 -7.6807 -0.7851 1.22 0.77 0.08
C 9.1001 -6.4110 -1.3139 0.09 -0.60 -0.90
O 7.7706 -6.5158 -0.8404 -0.76 0.13 0.88
C 7.7252 -7.4014 0.1820 -3.18 -1.42 1.02
O 6.7093 -7.7270 0.8228 3.61 1.49 -2.02
O 8.9296 -7.9820 0.2984 -0.43 -0.91 1.25
H 10.7486 -7.4138 -0.4020 0.02 -0.06 0.19
H 9.9566 -8.5501 -1.4136 -0.76 0.07 -0.34
H 8.9928 -6.3677 -2.3977 0.50 0.28 0.09
H 9.6196 -5.5601 -0.8732 -0.32 0.27 -0.26
C -6.2772 6.0118 5.4857 -2.14 0.22 1.21
C -4.9293 6.2829 4.9738 0.79 -2.19 0.18
O -4.9031 7.4004 4.1554 1.01 3.37 -0.52
C -4.4466 8.5774 4.7036 0.85 -0.01 3.27
O -4.1458 8.7252 5.9044 -0.86 -0.47 -3.04
O -4.3393 9.5316 3.7899 -0.20 -2.20 -1.62
C -3.9976 10.8557 4.0259 -0.83 1.86 1.31
H -6.3999 5.0212 5.9235 0.32 -0.13 -0.13
H -7.0777 6.1327 4.7558 0.29 -0.17 -0.46
H -6.5834 6.6993 6.2742 0.28 0.21 0.19
H -4.6551 5.4449 4.3330 0.10 0.05 -0.34
H -4.1825 6.2405 5.7666 0.02 0.74 0.03
H -4.0653 11.4416 3.1093 0.15 -0.63 -0.27
H -3.0574 11.0989 4.5208 0.23 -0.81 -0.08
H -4.7766 11.2764 4.6618 0.01 0.15 0.25
C 8.9092 -6.8958 8.5459 -1.95 -0.66 0.44
C 8.1363 -5.7992 7.8113 0.19 -0.21 0.39
O 9.0343 -5.4420 6.8034 1.09 2.20 -2.22
C 8.6622 -4.4268 5.9568 -4.78 -0.68 2.67
O 7.5126 -3.9311 5.9896 3.11 -0.89 -0.35
O 9.6399 -4.1481 5.1912 2.17 0.36 -1.31
C 9.5333 -3.1294 4.2345 -0.41 1.85 -1.59
H 9.9519 -6.6835 8.7818 -0.21 0.22 -0.34
H 8.7720 -7.8356 8.0110 0.60 0.03 -0.26
H 8.3712 -7.0976 9.4722 0.16 0.11 0.34
H 7.8858 -4.9603 8.4607 0.26 0.21 0.01
H 7.2112 -6.0470 7.2908 -0.18 -0.70 0.53
H 9.3428 -3.4550 3.2118 -0.32 -0.89 0.24
H 10.4394 -2.5432 4.0815 0.50 -0.50 0.89
H 8.7740 -2.3709 4.4250 -0.25 -0.42 0.57
C -11.2056 -1.0419 4.0685 0.71 0.09 -0.87
C -10.1048 -0.4168 3.1390 -2.23 1.02 1.75
O -10.4495 -0.7894 1.8045 0.44 -1.32 0.20
C -9.9004 -0.1790 0.7773 0.12 2.25 -1.48
O -9.1719 0.8015 0.8248 -0.35 -1.61 0.02
O -10.4449 -0.6719 -0.3789 0.59 -0.82 0.15
C -9.6778 -0.4692 -1.6202 -0.15 1.04 1.26
H -12.2394 -0.8096 3.8126 0.18 0.23 -0.34
H -11.0565 -0.7128 5.0969 0.22 -0.16 -0.01
H -11.0817 -2.1207 3.9739 -0.14 -0.07 0.36
H -9.1713 -0.7082 3.6203 0.49 -0.45 -1.21
H -10.1528 0.6699 3.2097 0.09 0.06 -0.13
H -8.6557 -0.7993 -1.4346 -0.04 0.13 -0.23
H -9.7329 0.6012 -1.8186 0.43 -0.03 -0.13
H -10.1090 -0.9780 -2.4824 -0.36 -0.37 0.66
C 2.4747 -2.3249 1.0924 0.08 -1.40 -0.49
C 1.0176 -2.3861 1.5491 1.72 -0.14 0.43
O 0.4512 -1.0794 1.3551 1.33 -0.99 -0.65
C -0.7885 -0.9211 1.7014 -1.77 0.33 1.54
O -1.3430 -1.4732 2.6310 0.03 0.04 -0.91
O -1.3203 0.0364 0.9352 0.17 -0.59 -1.05
C -2.7167 0.2383 1.0249 -0.53 1.43 1.65
H 3.1202 -1.4961 1.3832 -0.62 0.26 0.03
H 2.5516 -2.5396 0.0265 0.02 0.64 -0.18
H 2.9439 -3.2143 1.5131 0.14 -0.09 0.24
H 1.0564 -2.7850 2.5628 -0.61 0.96 0.49
H 0.5052 -3.1898 1.0203 -0.38 0.49 -0.51
H -3.3947 -0.5909 0.8228 0.59 -0.25 -0.27
H -2.9809 1.1309 0.4577 0.30 -0.38 -0.54
H -2.8811 0.5739 2.0488 -0.46 -0.31 0.23
C -9.7802 6.7318 -6.5953 -2.33 1.13 -0.80
C -9.6786 5.4630 -5.7870 0.64 0.28 -0.37
O -8.5251 5.7097 -4.9783 0.65 -0.58 1.64
C -8.6485 5.9713 -3.6545 -3.10 -0.46 0.47
O -9.7160 5.9055 -3.0154 2.81 0.25 -1.36
O -7.4569 6.3060 -3.2007 0.67 -0.16 -1.04
C -7.2600 6.6411 -1.8497 -0.22 0.17 0.88
H -8.9640 7.4514 -6.6581 0.53 -0.81 0.28
H -10.5931 7.3264 -6.1785 -0.05 0.22 0.32
H -10.1585 6.5982 -7.6088 0.26 -0.43 -0.19
H -9.4955 4.5915 -6.4156 0.54 0.03 0.07
H -10.5694 5.1955 -5.2185 0.13 0.51 0.30
H -7.6732 7.6295 -1.6485 -0.36 -0.19 0.17
H -6.1938 6.7238 -1.6391 0.02 -0.25 -0.48
H -7.6743 5.8581 -1.2145 -0.19 0.28 0.13
C 5.7538 -1.5263 -5.0189 0.38 -0.93 0.15
C 7.1852 -1.9379 -5.4280 -1.93 -0.49 -0.84
O 7.9730 -1.6588 -4.3292 2.18 1.27 1.53
C 9.1889 -1.0798 -4.4118 1.58 0.35 -3.12
O 9.8365 -0.8484 -5.4539 -1.92 -0.60 2.53
O 9.6141 -0.8256 -3.1921 -0.29 0.00 0.81
C 10.8649 -0.1688 -2.9371 -0.30 1.11 -0.54
H 5.0501 -1.9103 -5.7574 -0.10 0.57 -0.21
H 5.6840 -0.4621 -4.7937 -0.07 0.04 -0.56
H 5.4592 -2.0208 -4.0932 0.25 -0.16 0.12
H 7.4276 -1.4783 -6.3862 0.64 0.39 0.35
H 7.2652 -3.0147 -5.5767 -0.29 -0.12 -0.17
H 10.9359 0.8211 -3.3879 -0.40 -0.11 -0.78
H 11.7188 -0.7307 -3.3156 -0.13 -0.25 0.55
H 10.8207 0.1444 -1.8940 0.37 -1.03 0.19
C 0.2238 6.5450 1.5200 1.31 0.15 0.30
C 0.7874 7.9741 1.4996 -0.65 -0.68 0.47
O 0.3682 8.4909 0.2304 1.06 1.32 -0.99
C 1.3130 8.7427 -0.7082 1.86 0.14 -0.74
O 2.4971 8.3309 -0.7118 -4.05 1.63 -0.21
O 0.6852 9.5770 -1.6673 1.19 -1.63 1.41
C 1.4667 10.1894 -2.7090 0.56 0.58 0.66
H -0.8476 6.4198 1.3635 0.02 0.63 0.09
H 0.4989 6.0754 2.4645 -0.01 -0.24 -0.07
H 0.7287 6.0453 0.6933 -0.01 -0.38 0.15
H 1.8516 8.1057 1.6955 0.28 -0.81 -0.85
H 0.4292 8.5865 2.3272 -1.00 0.28 -0.41
H 1.8062 9.5329 -3.5102 -0.44 -0.23 0.14
H 2.3509 10.6823 -2.3047 0.19 -0.33 0.30
H 0.8715 11.0321 -3.0608 -0.31 -0.46 -0.27
C 0.4523 -8.4373 -2.7073 -0.87 0.60 -1.01
C -0.9373 -8.7997 -3.2813 1.25 0.88 0.85
O -0.9928 -10.1943 -3.2921 -0.82 -1.54 0.59
C -0.8351 -11.0318 -4.3069 -0.16 0.18 -0.83
O -0.7260 -12.2208 -4.1640 -0.02 0.71 -0.33
O -0.8555 -10.3451 -5.4808 -0.10 -0.55 -0.21
C -0.7644 -11.0710 -6.7314 0.76 0.43 0.11
H 1.2228 -8.9105 -3.3160 0.06 0.26 -0.12
H 0.6535 -8.7031 -1.6696 -0.50 0.00 -0.05
H 0.4268 -7.3573 -2.8523 0.88 0.20 0.33
H -1.1278 -8.2891 -4.2253 0.29 -0.52 -0.30
H -1.6988 -8.4023 -2.6102 -0.20 -0.48 0.16
H 0.2012 -11.5682 -6.8233 -0.12 -0.33 0.37
H -0.7201 -10.2949 -7.4954 -0.44 0.02 0.10
H -1.5809 -11.7691 -6.9164 0.00 0.14 0.33